The following is a DFT calculation (ωB97M-V with the def2-TZVPD basis set) of a 2-piece molecular cluster, C2H2F2O2 overall in a non-equilibrium geometry.

Geometry as ORCA input:
```
! RIJCOSX wB97M-V def2-TZVPD def2/J DEFGRID3
* xyz 0 1
C 0.783 0.989 -1.542
C -0.883 -1.195 0.744
O 1.614 0.413 -0.949
O -1.357 -0.580 1.798
F -0.055 1.955 -1.077
F 0.292 -1.790 0.908
H 0.404 0.808 -2.548
H -0.799 -0.600 2.667
*
```

For the total energy, the calculation gives -427.5407 a.u. The LUMO energy is 0.67 eV. The value obtained for the gap between HOMO and LUMO is 10.73 eV.

***

The following is a DFT calculation (ωB97M-V with the def2-TZVPD basis set) of C33H27N7O7PbS3 as an isolated structure.

Geometry as ORCA input:
```
! RIJCOSX wB97M-V def2-TZVPD def2/J DEFGRID3
* xyz 0 1
Pb 0.167 0.234 0.466
C -2.673 -1.952 1.187
N -2.199 -1.350 -0.068
C -3.236 -0.464 -0.632
C -2.818 0.953 -1.014
N -2.065 1.634 0.032
C -2.820 1.737 1.292
C -1.522 2.908 -0.330
C -2.064 3.681 -1.355
C -1.526 4.917 -1.674
C -0.424 5.391 -0.979
C 0.138 4.619 0.021
C -0.400 3.380 0.372
S 0.320 2.448 1.676
C -1.699 -2.323 -0.992
C -2.216 -3.618 -1.032
C -1.706 -4.573 -1.893
C -0.638 -4.257 -2.719
C -0.099 -2.987 -2.668
C -0.632 -2.007 -1.830
S 0.128 -0.427 -1.899
H -3.671 -2.389 1.072
H -2.697 -1.198 1.968
H -1.981 -2.728 1.503
H -4.045 -0.413 0.099
H -3.663 -0.910 -1.537
H -3.750 1.481 -1.260
H -2.196 0.934 -1.909
H -3.779 2.234 1.103
H -2.242 2.309 2.012
H -2.985 0.756 1.719
H -2.923 3.328 -1.903
H -1.967 5.504 -2.469
H 0.008 6.351 -1.229
H 1.011 4.967 0.558
H -3.038 -3.885 -0.384
H -2.130 -5.567 -1.902
H -0.201 -5.006 -3.364
H 0.767 -2.736 -3.265
N 3.657 3.119 -1.174
C 2.888 3.597 -2.222
C 3.122 4.575 -3.181
C 2.129 4.761 -4.123
C 0.952 3.993 -4.111
C 0.728 3.030 -3.149
C 1.713 2.842 -2.183
N 1.769 1.945 -1.126
C 2.935 2.131 -0.577
C 3.440 1.313 0.525
C 4.682 1.332 1.071
S 4.810 0.131 2.274
C 3.205 -0.341 1.971
N 2.607 0.352 1.049
H 4.583 3.421 -0.924
H 4.035 5.153 -3.197
H 2.265 5.507 -4.893
H 0.207 4.162 -4.876
H -0.174 2.432 -3.145
H 5.517 1.967 0.829
H 2.727 -1.138 2.516
O 0.195 -0.364 4.486
C -0.076 -0.845 3.408
O -0.709 -0.207 2.464
C 0.252 -2.280 3.115
C 0.091 -3.210 4.119
C 0.336 -4.550 3.866
C 0.779 -4.976 2.633
C 0.986 -4.035 1.647
C 0.704 -2.661 1.826
O 0.905 -1.805 0.881
N 1.548 -4.539 0.391
O 2.338 -3.842 -0.200
O 1.269 -5.679 0.083
N 0.147 -5.534 4.930
O -0.307 -5.141 5.983
O 0.456 -6.682 4.697
H -0.230 -2.887 5.100
H 0.985 -6.020 2.444
*
```

For the total energy, the calculation gives -3571.0039 a.u. The LUMO energy is -1.44 eV. The value obtained for the gap between HOMO and LUMO is 6.88 eV.

***

The following is a DFT calculation (ωB97M-V with the def2-TZVPD basis set) of an isolated molecule of C4H5NO in a non-equilibrium geometry.

Geometry as ORCA input:
```
! RIJCOSX wB97M-V def2-TZVPD def2/J DEFGRID3
* xyz 0 1
C 0.944 -1.903 0.024
C 0.927 -0.716 -0.218
C 0.751 0.743 -0.079
N -0.264 0.942 0.958
C -1.519 0.493 0.566
O -1.934 0.551 -0.568
H 0.976 -2.939 0.278
H 0.394 1.279 -0.962
H 1.721 1.141 0.233
H 0.052 0.550 1.837
H -2.097 -0.012 1.357
*
```

For the total energy, the calculation gives -285.3371 a.u. The LUMO energy is 0.88 eV. Its SMILES is C#CCNC=O. The value obtained for the gap between HOMO and LUMO is 10.93 eV.

***

The lowest gap between HOMO and LUMO belongs to which entry? C33H27N7O7PbS3

***

Look up the gap between HOMO and LUMO of the first one. 10.73 eV